[1]
{
  "formula": "C6H14N2O2",
  "method": "ωB97M-V/def2-TZVPD",
  "molar_mass_g_mol": 146.2,
  "energy_ha": -496.99126,
  "smiles": "CNC(C)=O.CNC(C)=O",
  "e_above_lowest_kcal_mol": 41.6,
  "multiplicity": 1,
  "species": ["C", "C", "C", "C", "C", "C", "H", "H", "H", "H", "H", "H", "H", "H", "H", "H", "H", "H", "H", "H", "N", "N", "O", "O"],
  "positions_angstrom": [[2.22298, -1.72610, -0.74105], [2.92757, -0.39693, -0.33742], [2.68644, 2.00061, 0.26240], [-1.23241, -0.76908, 1.43264], [-1.86023, -0.24004, 0.13251], [-3.86531, 0.53330, -0.92441], [2.85427, -2.31305, -1.39022], [1.21330, -1.54721, -1.16188], [2.21441, -2.35167, 0.23504], [1.09763, 0.46601, -0.30408], [3.60895, 1.64756, 0.92032], [2.99497, 2.79089, -0.60944], [1.92940, 2.47535, 0.94947], [-1.78300, -0.87455, 2.41844], [-0.30190, -0.21195, 1.63222], [-0.85781, -1.75659, 1.17571], [-3.68153, -0.16019, 1.09299], [-3.22387, 0.78723, -1.74387], [-4.62178, -0.10703, -1.40874], [-4.35351, 1.50607, -0.57531], [2.10804, 0.71811, -0.25260], [-3.15549, -0.14438, 0.08970], [4.18907, -0.38709, -0.11630], [-1.11019, 0.06074, -0.77612]],
  "atomic_forces_ev_per_a": [[0.06, 0.33, 2.15], [2.76, -0.09, 0.02], [0.70, -0.03, 0.14], [0.42, -0.27, 0.76], [2.73, -0.10, 1.75], [-1.84, 1.30, -1.18], [0.15, 0.19, -0.43], [0.55, -0.32, 0.36], [-0.44, 1.00, -1.49], [0.99, 1.01, -0.03], [-1.74, 1.13, -1.65], [-0.67, -2.16, 2.15], [0.80, -0.34, -0.84], [0.11, 0.36, -1.46], [-0.51, 0.08, -0.12], [-0.07, -0.31, 0.04], [1.88, -0.24, -3.43], [0.73, 0.23, -0.19], [-0.02, 0.20, 0.54], [0.61, -1.37, -0.28], [0.69, -0.98, 0.14], [-4.22, 0.08, 4.39], [-4.07, 0.26, -0.60], [0.39, 0.07, -0.74]],
  "mulliken_charge": [-0.817, 0.677, -0.807, -0.870, 0.666, -0.887, 0.338, 0.241, 0.180, 0.182, 0.288, 0.221, 0.298, 0.301, 0.246, 0.254, 0.307, 0.344, 0.283, 0.276, -0.121, -0.219, -0.673, -0.711]
}

[2]
{
  "formula": "C6H14N2O2",
  "method": "ωB97M-V/def2-TZVPD",
  "molar_mass_g_mol": 146.2,
  "energy_ha": -497.02169,
  "smiles": "CNC(C)=O.CNC(C)=O",
  "e_above_lowest_kcal_mol": 22.5,
  "multiplicity": 1,
  "species": ["C", "C", "C", "O", "N", "H", "H", "H", "H", "H", "H", "H", "C", "C", "C", "O", "N", "H", "H", "H", "H", "H", "H", "H"],
  "positions_angstrom": [[0.31746, 2.20544, 1.84545], [-2.65134, 0.03131, 0.93154], [-0.39885, 0.93742, 1.58755], [0.07871, -0.17283, 1.46639], [-1.75961, 1.08062, 1.33469], [1.05797, 2.36694, 1.06277], [-2.21135, 1.91758, 1.67302], [-3.64056, 0.36838, 0.62150], [-0.32814, 3.09723, 1.87283], [0.74709, 2.23085, 2.83805], [-2.15806, -0.34351, 0.00226], [-2.82812, -0.76786, 1.65270], [-0.21513, -1.93094, -2.35605], [2.48163, -0.09967, -0.49136], [1.80995, -1.21454, -1.22450], [2.30056, -2.29057, -1.45377], [0.51234, -0.90592, -1.65962], [0.00675, -0.18104, -1.18063], [0.45535, -2.70063, -2.70491], [2.23861, 0.94183, -0.68894], [-0.96487, -2.46841, -1.77784], [-0.73097, -1.54301, -3.24788], [2.33435, -0.28270, 0.57382], [3.54624, -0.27595, -0.67708]],
  "atomic_forces_ev_per_a": [[-0.03, 1.33, 0.44], [0.77, -0.95, -1.53], [-2.52, -1.12, -0.90], [0.80, 0.17, 0.20], [-0.13, 1.55, 1.14], [0.20, -0.10, 0.25], [0.30, 0.05, -0.12], [0.22, 0.60, 0.15], [-0.10, -0.45, -0.40], [0.62, -0.43, 0.07], [-0.70, -0.57, 0.73], [0.45, -0.04, 0.05], [-0.90, -0.14, -0.78], [1.45, -0.56, 0.71], [-2.32, 1.10, -0.50], [0.69, -0.26, 0.03], [1.08, -0.70, 0.06], [0.13, 0.02, 0.01], [0.44, 0.02, -0.01], [-0.37, -0.22, -0.41], [-0.10, 0.17, 0.46], [0.15, 0.13, 0.27], [-0.09, 0.05, 0.02], [-0.04, 0.35, 0.07]],
  "mulliken_charge": [-0.966, -0.596, 0.690, -0.574, -0.228, 0.166, 0.236, 0.344, 0.339, 0.304, 0.051, 0.261, -1.002, -1.056, 0.800, -0.616, -0.191, 0.197, 0.381, 0.259, 0.303, 0.319, 0.219, 0.362]
}

[3]
{
  "formula": "C6H14N2O2S",
  "method": "ωB97M-V/def2-TZVPD",
  "molar_mass_g_mol": 178.3,
  "energy_ha": -895.07310,
  "e_above_lowest_kcal_mol": 74.9,
  "multiplicity": 1,
  "species": ["C", "C", "C", "C", "C", "C", "N", "N", "O", "O", "S", "H", "H", "H", "H", "H", "H", "H", "H", "H", "H", "H", "H", "H", "H"],
  "positions_angstrom": [[-2.44120, 0.24374, -1.30962], [1.16492, 1.59222, 1.27037], [1.60915, 2.13685, -1.05438], [-0.44564, -2.52957, 1.95681], [0.59678, -0.13987, -0.65126], [0.72228, 1.35767, -0.14405], [-1.74306, -0.82315, -0.98098], [-0.55105, -0.85088, -0.04526], [-2.33777, 1.39753, -1.04595], [-0.99292, -3.38298, -0.47423], [-0.02948, -2.53652, 0.15853], [-3.13382, -0.12691, -2.11883], [2.25043, 1.30801, 1.55442], [0.97174, 2.66570, 1.51074], [0.42272, 1.07184, 1.98386], [2.62138, 1.79862, -0.97516], [1.40977, 3.13960, -0.75796], [1.39720, 2.21468, -2.10830], [0.37093, -2.22746, 2.47270], [-0.83620, -3.54700, 2.13284], [-1.24604, -1.88847, 2.13654], [0.81818, -0.09642, -1.72258], [1.42900, -0.78972, -0.25616], [-0.18528, 1.79508, -0.25070], [-1.84202, -1.78259, -1.28139]],
  "atomic_forces_ev_per_a": [[-1.41, -1.25, -2.66], [-0.50, -0.55, 2.44], [0.10, 0.31, -0.53], [-1.77, -2.52, -2.63], [1.74, 0.75, 2.13], [2.05, -2.74, -0.85], [3.61, -1.82, 2.90], [-1.02, 1.00, -2.59], [0.41, 1.57, 1.09], [-1.99, -1.72, -1.48], [0.89, 2.04, 2.37], [-0.19, 0.33, 0.52], [-1.74, 0.41, -0.65], [0.59, -0.65, -0.17], [1.31, 0.41, -0.90], [0.90, 0.32, 0.24], [0.90, 1.16, 0.47], [-0.59, -0.78, -0.55], [2.58, 0.54, 1.80], [0.75, 0.23, 0.27], [-1.32, 1.33, 0.02], [-1.14, -0.57, -0.24], [-0.04, 1.19, -0.24], [-3.15, 0.91, -0.16], [-0.98, 0.10, -0.61]],
  "mulliken_charge": [0.001, -1.315, -1.813, -0.991, -1.132, 1.199, -0.095, 0.179, -0.516, -0.646, 0.555, 0.288, 0.276, 0.372, 0.299, 0.400, 0.469, 0.432, 0.363, 0.385, 0.319, 0.261, 0.441, 0.100, 0.168]
}

Copy entry 1 word for word.
{
  "formula": "C6H14N2O2",
  "method": "ωB97M-V/def2-TZVPD",
  "molar_mass_g_mol": 146.2,
  "energy_ha": -496.99126,
  "smiles": "CNC(C)=O.CNC(C)=O",
  "e_above_lowest_kcal_mol": 41.6,
  "multiplicity": 1,
  "species": ["C", "C", "C", "C", "C", "C", "H", "H", "H", "H", "H", "H", "H", "H", "H", "H", "H", "H", "H", "H", "N", "N", "O", "O"],
  "positions_angstrom": [[2.22298, -1.72610, -0.74105], [2.92757, -0.39693, -0.33742], [2.68644, 2.00061, 0.26240], [-1.23241, -0.76908, 1.43264], [-1.86023, -0.24004, 0.13251], [-3.86531, 0.53330, -0.92441], [2.85427, -2.31305, -1.39022], [1.21330, -1.54721, -1.16188], [2.21441, -2.35167, 0.23504], [1.09763, 0.46601, -0.30408], [3.60895, 1.64756, 0.92032], [2.99497, 2.79089, -0.60944], [1.92940, 2.47535, 0.94947], [-1.78300, -0.87455, 2.41844], [-0.30190, -0.21195, 1.63222], [-0.85781, -1.75659, 1.17571], [-3.68153, -0.16019, 1.09299], [-3.22387, 0.78723, -1.74387], [-4.62178, -0.10703, -1.40874], [-4.35351, 1.50607, -0.57531], [2.10804, 0.71811, -0.25260], [-3.15549, -0.14438, 0.08970], [4.18907, -0.38709, -0.11630], [-1.11019, 0.06074, -0.77612]],
  "atomic_forces_ev_per_a": [[0.06, 0.33, 2.15], [2.76, -0.09, 0.02], [0.70, -0.03, 0.14], [0.42, -0.27, 0.76], [2.73, -0.10, 1.75], [-1.84, 1.30, -1.18], [0.15, 0.19, -0.43], [0.55, -0.32, 0.36], [-0.44, 1.00, -1.49], [0.99, 1.01, -0.03], [-1.74, 1.13, -1.65], [-0.67, -2.16, 2.15], [0.80, -0.34, -0.84], [0.11, 0.36, -1.46], [-0.51, 0.08, -0.12], [-0.07, -0.31, 0.04], [1.88, -0.24, -3.43], [0.73, 0.23, -0.19], [-0.02, 0.20, 0.54], [0.61, -1.37, -0.28], [0.69, -0.98, 0.14], [-4.22, 0.08, 4.39], [-4.07, 0.26, -0.60], [0.39, 0.07, -0.74]],
  "mulliken_charge": [-0.817, 0.677, -0.807, -0.870, 0.666, -0.887, 0.338, 0.241, 0.180, 0.182, 0.288, 0.221, 0.298, 0.301, 0.246, 0.254, 0.307, 0.344, 0.283, 0.276, -0.121, -0.219, -0.673, -0.711]
}